--- one ---
DFT (wB97M-V/def2-TZVPD) results for a cluster of 2 separate species, C6H15NO in total.

- Gap between HOMO and LUMO: 8.66 eV
- SMILES: CCC(=CN)CC.O
- Molar mass: 117.19 g mol⁻¹
- E_HOMO: -7.844 eV

```
23
Properties=species:S:1:pos:R:3:nbo_charge:R:1
C -2.20167 0.48102 -0.30688 -0.598
C -1.23150 -0.26035 -1.22110 -0.426
C 0.04840 -0.68440 -0.54447 -0.097
C 1.26670 -0.43204 -1.03790 0.002
N 1.59106 0.40235 -2.09794 -0.824
C -0.11894 -1.59627 0.65631 -0.417
C 0.89596 -1.38177 1.77934 -0.606
H -1.68047 1.33529 0.13738 0.194
H -3.06915 0.87967 -0.83018 0.211
H -2.53483 -0.08254 0.55859 0.205
H -1.74542 -1.08123 -1.74170 0.207
H -1.02812 0.37344 -2.09378 0.189
H 2.08723 -0.91175 -0.51838 0.187
H 2.46804 0.28379 -2.58366 0.383
H 0.82424 0.55414 -2.72467 0.370
H -1.11780 -1.45717 1.06384 0.201
H -0.13970 -2.65120 0.34960 0.200
H 0.97461 -0.30654 1.97005 0.208
H 1.91190 -1.58061 1.43164 0.197
H 0.61753 -1.84169 2.72119 0.214
O 0.59680 3.44256 2.05129 -0.925
H 0.15754 2.94127 1.37817 0.463
H 1.42758 3.57401 1.60327 0.462
```



--- two ---
DFT (wB97M-V/def2-TZVPD) results for a cluster of 2 separate species, C6H15NO in total.

- Gap between HOMO and LUMO: 9.75 eV
- SMILES: [H]/N=C\[C@H](C)O.CCC
- Molar mass: 117.19 g mol⁻¹
- E_HOMO: -9.153 eV

```
23
Properties=species:S:1:pos:R:3:nbo_charge:R:1
H -0.69556 2.72125 -0.06306 0.317
N -0.92938 2.27162 0.82224 -0.627
C -1.02064 1.00277 0.75204 0.080
C -2.16481 0.33967 -0.36942 0.081
C -1.97100 -1.12802 -0.70915 -0.662
O -2.20772 1.16618 -1.48298 -0.714
H -1.14053 0.47433 1.69297 0.171
H -3.13870 0.42530 0.13048 0.178
H -1.78162 -1.31161 -1.76616 0.234
H -1.04915 -1.51290 -0.26988 0.213
H -2.82936 -1.69083 -0.33872 0.217
H -1.48462 1.81509 -1.43358 0.462
C 2.51609 0.45514 -0.39932 -0.622
C 1.36705 -0.46145 -0.04038 -0.355
C 1.59850 -1.22906 1.24927 -0.623
H 2.59467 1.26206 0.32960 0.209
H 2.43734 0.84000 -1.41566 0.211
H 3.46083 -0.09218 -0.39692 0.209
H 1.20816 -1.18056 -0.84898 0.195
H 0.23815 0.12588 -0.15139 0.194
H 0.79137 -1.93810 1.43059 0.210
H 1.68719 -0.53222 2.08253 0.208
H 2.51374 -1.82235 1.19586 0.213
```



--- three ---
DFT (wB97M-V/def2-TZVPD) results for a cluster of 2 separate species, C6H15NO in total.

- Gap between HOMO and LUMO: 10.29 eV
- SMILES: CN(C)C=O.CCC
- Molar mass: 117.19 g mol⁻¹
- E_HOMO: -9.469 eV

```
23
Properties=species:S:1:pos:R:3:nbo_charge:R:1
C -1.56678 0.22274 -1.62544 -0.425
N -1.66385 -0.06102 -0.21447 -0.434
C -2.13448 -1.36964 0.14939 -0.400
C -1.36385 0.88906 0.68650 0.538
O -0.95820 1.99666 0.42851 -0.627
H -1.28255 1.26391 -1.73615 0.246
H -2.52873 0.04804 -2.11409 0.195
H -0.81196 -0.40470 -2.09988 0.196
H -2.18657 -1.45326 1.25166 0.212
H -3.13882 -1.53738 -0.26151 0.195
H -1.47521 -2.13815 -0.24574 0.197
H -1.53327 0.54453 1.72378 0.110
C 1.69873 -0.25910 1.55534 -0.609
C 1.81890 -0.34902 0.03913 -0.390
C 2.09257 1.01872 -0.57431 -0.617
H 2.66499 -0.01576 1.99330 0.204
H 0.99910 0.52082 1.83185 0.206
H 1.36171 -1.20290 1.98014 0.200
H 0.89537 -0.75460 -0.37338 0.183
H 2.62472 -1.03932 -0.22034 0.193
H 1.27421 1.69918 -0.36003 0.229
H 3.00473 1.44348 -0.16131 0.199
H 2.20925 0.93766 -1.65303 0.201
```



Stability, highest: three



--- one ---
DFT (wB97M-V/def2-TZVPD) results for the molecule C6H15NO.

- Gap between HOMO and LUMO: 9.30 eV
- SMILES: COC(C)(C)N(C)C
- Molar mass: 117.19 g mol⁻¹
- E_HOMO: -8.324 eV

```
23
Properties=species:S:1:pos:R:3:nbo_charge:R:1
C 1.20756 2.12833 -0.63184 -0.246
O 0.84349 0.77680 -0.84724 -0.573
C 0.33427 -0.05824 0.26673 0.437
C 1.26543 -1.28239 0.22445 -0.649
C 0.45542 0.61271 1.64586 -0.646
N -1.07880 -0.30068 0.02205 -0.482
C -1.53528 -1.66396 0.27191 -0.415
C -1.47226 0.14097 -1.44905 -0.404
H 2.09046 2.18322 0.01206 0.168
H 1.47741 2.56393 -1.59809 0.194
H 0.38212 2.71204 -0.21598 0.169
H 2.31173 -0.96694 0.31196 0.223
H 1.06788 -1.98166 1.04190 0.206
H 1.17334 -1.81899 -0.72485 0.216
H 0.12116 -0.05978 2.44161 0.221
H 1.48751 0.90343 1.86623 0.205
H -0.16226 1.51579 1.69919 0.221
H -2.62720 -1.71283 0.19623 0.206
H -1.12650 -2.38196 -0.45140 0.167
H -1.29133 -1.99456 1.28791 0.201
H -1.24880 1.15377 -1.79014 0.216
H -2.56617 0.14987 -1.43697 0.189
H -1.10916 -0.61887 -2.14253 0.179
```



--- two ---
DFT (wB97M-V/def2-TZVPD) results for a structure of composition C6H15NO.

- Gap between HOMO and LUMO: 9.04 eV
- Molar mass: 117.19 g mol⁻¹
- E_HOMO: -8.200 eV

```
23
Properties=species:S:1:pos:R:3:nbo_charge:R:1
C 0.36924 0.72347 -0.93003 -0.330
C 0.58677 2.06587 -0.23211 -0.622
C 1.67564 -0.00379 -1.22809 -0.625
H -0.06629 0.97629 -1.90802 0.203
H 0.36281 0.12184 1.19852 0.424
H 2.21809 -0.19817 -0.30164 0.182
H 1.47442 -0.95375 -1.72146 0.239
H 1.04773 1.91370 0.74326 0.182
H 1.25123 2.69904 -0.82536 0.220
H -0.35111 2.60404 -0.09281 0.211
H 2.31673 0.57963 -1.89236 0.207
C 0.37997 -1.99001 1.53690 -0.428
C -2.20249 0.31258 -0.24497 -0.715
N -0.29994 -0.71435 1.36295 -0.765
C -0.90575 -0.42841 -0.48352 0.627
O -0.85389 -1.51864 -1.00579 -0.694
H -1.13669 -0.63742 1.93356 0.400
H 1.39952 -1.82044 1.88328 0.193
H -0.13396 -2.65886 2.23864 0.203
H 0.45035 -2.51112 0.58473 0.228
H -2.56267 0.68600 -1.19996 0.235
H -2.94711 -0.38834 0.13877 0.221
H -2.07258 1.14082 0.44550 0.204
```



Stability, highest: one



--- one ---
DFT (wB97M-V/def2-TZVPD) results for the molecule C6H15NO.

- Gap between HOMO and LUMO: 9.31 eV
- SMILES: CCN[C@@H](C)CCO
- Molar mass: 117.19 g mol⁻¹
- E_HOMO: -8.333 eV

```
23
Properties=species:S:1:pos:R:3:nbo_charge:R:1
C -1.93960 2.37316 -0.73503 -0.624
C -1.06837 1.75673 0.35854 -0.214
N -0.25913 0.62127 -0.29029 -0.666
C -0.10306 -0.69423 0.38512 -0.046
C -1.14164 -1.71922 -0.03558 -0.628
C 1.24491 -1.17782 -0.28026 -0.427
C 2.36009 -0.42688 0.50069 -0.070
O 3.67227 -0.95636 0.18533 -0.713
H -2.29708 3.35013 -0.32845 0.213
H -2.94464 1.82800 -0.90570 0.206
H -1.43542 2.47541 -1.66050 0.211
H -1.56916 1.36165 1.28496 0.186
H -0.30066 2.46923 0.67934 0.185
H -0.48879 0.51049 -1.26679 0.356
H -0.08580 -0.53106 1.46996 0.205
H -0.95090 -2.69575 0.47432 0.205
H -2.14696 -1.46886 0.17445 0.209
H -1.13418 -2.01187 -1.11276 0.206
H 1.23421 -2.25294 -0.06284 0.185
H 1.33022 -1.08902 -1.37468 0.222
H 2.27918 -0.54263 1.69576 0.143
H 2.27687 0.67498 0.37544 0.203
H 3.46764 -1.85442 0.46898 0.455
```



--- two ---
DFT (wB97M-V/def2-TZVPD) results for a cluster of 2 separate species, C6H15NO in total.

- Gap between HOMO and LUMO: 9.04 eV
- SMILES: CCN1CCCC1.O
- Molar mass: 117.19 g mol⁻¹
- E_HOMO: -8.252 eV

```
23
Properties=species:S:1:pos:R:3:nbo_charge:R:1
C 2.06081 0.27490 1.85366 -0.619
C 1.48237 -0.48230 0.73769 -0.213
N -0.00123 -0.79075 0.80111 -0.437
C -0.54531 -1.71789 -0.27626 -0.220
C -1.91892 -1.08623 -0.73672 -0.403
C -1.87007 0.38762 -0.36750 -0.434
C -0.84609 0.55205 0.75319 -0.232
H 2.35278 -0.25215 2.67177 0.208
H 1.22601 0.86753 2.36966 0.214
H 2.85702 0.89585 1.39963 0.207
H 1.82849 0.14985 -0.14351 0.137
H 1.98075 -1.41491 0.46921 0.196
H -0.65795 -2.66310 0.14437 0.188
H 0.05025 -1.91864 -1.08868 0.180
H -2.71084 -1.65209 -0.38554 0.205
H -2.00619 -1.00831 -1.89848 0.208
H -2.82243 0.85712 -0.21914 0.217
H -1.59269 1.01785 -1.23245 0.204
H -1.30703 0.50602 1.74174 0.198
H -0.16159 1.40257 0.60529 0.193
O 1.05575 2.05163 -2.24718 -0.954
H 0.52524 2.82560 -2.06324 0.482
H 1.82405 1.94014 -1.78527 0.474
```



--- three ---
DFT (wB97M-V/def2-TZVPD) results for a cluster of 2 separate species, C6H15NO in total.

- Gap between HOMO and LUMO: 9.87 eV
- SMILES: C=C[C@@H](C)CN.CO
- Molar mass: 117.19 g mol⁻¹
- E_HOMO: -8.977 eV

```
23
Properties=species:S:1:pos:R:3:nbo_charge:R:1
C -1.46979 1.57485 -0.14184 -0.383
C -0.41187 1.16978 -0.82508 -0.224
C 1.02330 0.99198 -0.24634 -0.279
C 1.08091 0.78253 1.26344 -0.624
C 1.90193 -0.03505 -1.01594 -0.212
N 1.84350 -1.42304 -0.62271 -0.836
H -2.41036 1.76127 -0.63572 0.206
H -1.47085 1.68142 0.92986 0.198
H -0.45835 1.04377 -1.90050 0.212
H 1.49071 1.96371 -0.45641 0.220
H 0.53870 -0.12645 1.54251 0.210
H 2.11638 0.68820 1.58062 0.215
H 0.64987 1.63230 1.79114 0.214
H 2.94489 0.27936 -0.89732 0.188
H 1.66023 0.02370 -2.08119 0.189
H 0.91202 -1.80709 -0.74302 0.378
H 2.10172 -1.53686 0.35019 0.349
C -2.29230 -1.59447 0.52293 -0.244
O -1.16191 -1.57480 -0.30416 -0.777
H -2.03374 -1.35276 1.57138 0.156
H -3.06695 -0.89820 0.18186 0.162
H -2.70907 -2.61159 0.49421 0.188
H -0.77896 -0.63256 -0.35792 0.493
```



--- four ---
DFT (wB97M-V/def2-TZVPD) results for a cluster of 2 separate species, C6H15NO in total.

- Gap between HOMO and LUMO: 9.76 eV
- SMILES: C=CC[C@H](C)NC.O
- Molar mass: 117.19 g mol⁻¹
- E_HOMO: -8.768 eV

```
23
Properties=species:S:1:pos:R:3:nbo_charge:R:1
C 1.24005 -2.00361 1.48022 -0.406
C 1.87788 -1.03290 0.87336 -0.170
C 1.49717 -0.47835 -0.48141 -0.468
C 0.00186 -0.09091 -0.61629 -0.032
C -0.38376 -0.11487 -2.09634 -0.615
N -0.29696 1.18108 0.03084 -0.662
C -0.31299 1.24761 1.47558 -0.404
H 1.58614 -2.36707 2.43638 0.202
H 0.35941 -2.45597 1.05142 0.186
H 2.76327 -0.63920 1.36399 0.198
H 1.79596 -1.17006 -1.27315 0.222
H 2.05028 0.44763 -0.63301 0.204
H -0.59568 -0.83260 -0.08175 0.185
H 0.42744 0.30098 -2.70008 0.200
H -1.32087 0.39173 -2.30965 0.229
H -0.46247 -1.16998 -2.34835 0.215
H 0.16685 1.95509 -0.42234 0.364
H -0.92137 0.41360 1.82484 0.194
H 0.67646 1.18520 1.93514 0.174
H -0.79851 2.15308 1.83122 0.201
O -3.31501 1.12560 -0.78186 -0.961
H -2.35482 1.11643 -0.62248 0.485
H -3.68032 0.83750 0.06369 0.461
```



Stability, highest: four



--- one ---
DFT (wB97M-V/def2-TZVPD) results for a structure of composition C6H15NO.

- Gap between HOMO and LUMO: 8.05 eV
- Molar mass: 117.19 g mol⁻¹
- E_HOMO: -7.215 eV

```
23
Properties=species:S:1:pos:R:3:nbo_charge:R:1
C -0.01161 -0.23781 -0.40271 0.318
C 1.88258 -1.24337 0.61785 -0.133
C 0.07486 -0.59252 0.97068 -0.348
C 0.70358 0.97420 -0.92869 -0.689
C -0.38443 -1.27332 -1.43008 -0.674
C -2.09616 1.76417 0.46180 -0.418
N -1.72651 0.37149 0.46029 -0.784
O 2.81542 -0.26264 0.97540 -0.727
H 2.68420 -0.02730 1.90054 0.466
H -2.53595 -0.23954 0.38284 0.342
H 1.88678 -2.10988 1.28705 0.152
H 2.12882 -1.57465 -0.38804 0.166
H 0.32512 0.18136 1.68613 0.218
H -0.41896 -1.49347 1.30714 0.221
H 0.50464 -1.64956 -1.94436 0.219
H -0.89946 -2.12152 -0.97999 0.220
H 1.11787 1.58514 -0.12928 0.232
H 0.00425 1.58851 -1.49755 0.237
H 1.51910 0.68034 -1.59283 0.231
H -1.03008 -0.82053 -2.18264 0.235
H -2.82437 2.01077 1.24880 0.190
H -1.20879 2.37173 0.67583 0.173
H -2.51092 2.11840 -0.49820 0.154
```



--- two ---
DFT (wB97M-V/def2-TZVPD) results for the molecule C6H15NO.

- Gap between HOMO and LUMO: 9.49 eV
- SMILES: CCCN[C@@H](C)CO
- Molar mass: 117.19 g mol⁻¹
- E_HOMO: -8.462 eV

```
23
Properties=species:S:1:pos:R:3:nbo_charge:R:1
C 0.36733 2.52455 1.47766 -0.615
C -0.37552 1.21073 1.75660 -0.433
C -1.27049 0.71309 0.58148 -0.210
N -1.04191 -0.59560 0.04545 -0.641
C 0.03561 -0.82017 -0.89803 -0.064
C 1.47222 -0.90831 -0.25871 -0.641
C -0.23494 -2.10450 -1.67666 -0.058
O 0.40084 -2.14260 -2.94163 -0.720
H 1.44807 2.45198 1.35408 0.209
H 0.20548 3.24058 2.28486 0.209
H -0.02820 3.01949 0.59549 0.200
H 0.35009 0.43152 1.96891 0.205
H -1.06941 1.34719 2.58404 0.205
H -2.31033 0.72151 0.93836 0.193
H -1.36624 1.42432 -0.22287 0.189
H -1.16256 -1.39209 0.65008 0.364
H 0.02421 -0.00132 -1.62047 0.176
H 2.08558 -0.05165 -0.55768 0.209
H 1.41571 -0.78475 0.81957 0.207
H 1.93500 -1.83612 -0.56494 0.216
H -1.31930 -2.18052 -1.84532 0.167
H 0.07125 -2.98741 -1.11573 0.170
H 0.36753 -1.27993 -3.35454 0.464
```



--- three ---
DFT (wB97M-V/def2-TZVPD) results for the molecule C6H15NO.

- Gap between HOMO and LUMO: 9.47 eV
- SMILES: CCN[C@@H](C)[C@@H](C)O
- Molar mass: 117.19 g mol⁻¹
- E_HOMO: -8.599 eV

```
23
Properties=species:S:1:pos:R:3:nbo_charge:R:1
C -1.57744 -2.59865 1.28256 -0.611
C -1.65218 -1.13049 0.82324 -0.222
N -0.31355 -0.80019 0.32377 -0.641
C -0.16641 0.48549 -0.44885 -0.066
C -0.35926 1.63901 0.52008 -0.647
C 1.33194 0.40439 -0.88480 0.097
C 1.60067 1.49846 -1.93407 -0.642
O 2.24698 0.62596 0.16683 -0.735
H -0.94768 -3.15318 0.58883 0.215
H -1.03712 -2.65472 2.23566 0.198
H -2.53552 -3.10134 1.38094 0.208
H -2.13520 -0.56537 1.62871 0.163
H -2.30651 -0.95008 -0.03723 0.180
H 0.37686 -0.76910 1.06245 0.356
H -0.81917 0.31581 -1.30150 0.206
H -1.25246 1.50070 1.12984 0.213
H -0.41506 2.59222 -0.03103 0.206
H 0.49586 1.78806 1.17473 0.233
H 1.43095 -0.59052 -1.32972 0.179
H 1.71052 2.43422 -1.38266 0.213
H 0.80758 1.75917 -2.62775 0.210
H 2.53516 1.23505 -2.42929 0.207
H 2.98104 0.03509 0.08922 0.480
```



Stability, highest: three